Molecular formula: C4H8N2O2
Method: DFT, ωB97M-V/def2-TZVPD

Computed properties:
* molar mass: 116.1 g mol⁻¹
* LUMO energy: -0.15 eV

CARTESIAN COORDINATES (ANGSTROEM)
C: -0.657686 -1.284969 0.015840
C: -1.753645 -0.252915 -0.022921
C: 1.302975 1.120406 0.414658
C: 2.201556 -0.385361 0.565860
H: -0.995953 -2.295799 0.541966
H: 0.394928 -1.195456 0.594961
H: -0.278382 -1.475003 -0.970472
H: -1.676062 1.982745 0.288213
H: 0.294021 0.492602 -1.468614
H: 1.909686 2.008589 0.289395
H: 0.902878 1.448775 1.557818
H: 2.626191 -0.604292 1.685121
N: -1.048308 0.964447 -0.189118
N: 0.280713 1.011746 -0.624897
O: -3.044227 -0.327441 0.221920
O: 2.498810 -0.844869 -0.554534

Forces on atoms 1 to 6 (eV/Å):
0.81 -4.41 2.56
-2.57 2.21 2.37
-0.30 -1.96 3.16
0.80 3.12 -2.70
0.12 2.00 -1.64
-3.08 0.88 -0.90


Molecular formula: C43H39AlAsBFN6O6S
Method: DFT, ωB97M-V/def2-TZVPD

Computed properties:
* molar mass: 899.6 g mol⁻¹
* LUMO energy: 2.27 eV
* total charge: -1

CARTESIAN COORDINATES (ANGSTROEM)
Al: 0.306880 0.423852 -0.046785
C: 3.358381 -3.443380 2.091411
C: 3.077810 -2.078311 1.558363
C: 3.878021 -0.959482 1.597082
C: 3.162461 0.072863 0.932336
N: 1.997331 -0.460792 0.507330
N: 1.948730 -1.763651 0.899155
B: 0.712061 -2.578889 0.559237
N: -0.543279 -2.031898 1.271536
N: -1.132220 -0.864817 0.908705
C: -2.252315 -0.752586 1.641190
C: -2.355001 -1.864159 2.494836
C: -1.258285 -2.651810 2.225500
C: -0.868180 -3.948146 2.853675
C: -3.214977 0.358885 1.625339
C: -3.866337 0.687901 2.817102
C: -4.770705 1.734227 2.867759
C: -5.021727 2.491720 1.732325
C: -4.397179 2.163272 0.539800
C: -3.528657 1.084714 0.481342
N: 0.414961 -2.461145 -0.950853
N: -0.114572 -1.335957 -1.473246
C: -0.360977 -1.580876 -2.762914
C: 0.019246 -2.903948 -3.061313
C: 0.507117 -3.427089 -1.884394
C: 1.034316 -4.796216 -1.611448
C: -0.945144 -0.629520 -3.717088
C: -1.624132 0.512671 -3.299506
C: -2.183977 1.384394 -4.219250
C: -2.075734 1.133301 -5.579004
C: -1.405260 -0.003597 -6.008785
C: -0.845900 -0.874448 -5.088943
C: 3.552469 1.445416 0.717298
C: 2.285946 3.563998 0.073797
C: 3.280435 4.546852 0.597422
C: 4.535363 4.383483 1.062324
C: 5.258204 3.184287 1.315581
C: 4.762917 1.906825 1.215637
H: 4.354830 -3.473732 2.526224
H: 3.296834 -4.186377 1.294547
H: 2.632949 -3.721495 2.858527
H: 4.833955 -0.882468 2.083572
H: 0.868803 -3.722984 0.857010
H: -3.148218 -2.091389 3.185697
H: -1.579347 -4.193519 3.639913
H: 0.130095 -3.882407 3.288202
H: -0.860951 -4.758538 2.123508
H: -3.645710 0.131299 3.719049
H: -5.271284 1.963968 3.800339
H: -5.707954 3.327975 1.780509
H: -4.560426 2.753496 -0.351584
H: -3.089381 0.805744 -0.461446
H: -0.069185 -3.427535 -3.997302
H: 1.038756 -5.379485 -2.530175
H: 0.411007 -5.309649 -0.877644
H: 2.050044 -4.755739 -1.216082
H: -1.710002 0.717166 -2.245380
H: -2.711002 2.258093 -3.856416
H: -2.517876 1.811350 -6.298451
H: -1.324287 -0.216307 -7.067950
H: -0.322725 -1.752298 -5.444656
H: 1.410354 3.557257 0.719785
H: 2.877367 5.554332 0.562857
H: 5.051229 5.299836 1.337959
H: 6.252713 3.295330 1.730718
H: 5.386732 1.125600 1.634298
O: 3.901627 0.262490 -2.078375
As: 2.613363 1.457551 -2.303092
O: 2.678014 2.172995 -0.101453
O: 1.268809 0.771342 -1.671232
C: 1.802468 4.001839 -1.316940
C: 2.690951 4.680651 -2.153389
C: 2.362549 4.996082 -3.459651
C: 1.129958 4.621013 -3.972417
C: 0.211784 4.002437 -3.141386
C: 0.521288 3.718068 -1.816354
S: -0.893727 3.220591 -0.817884
O: -2.050883 3.427735 -1.657028
O: -0.833942 4.033280 0.366338
O: -0.779005 1.757233 -0.510532
H: 3.712184 -0.269334 -1.282868
H: 3.659428 4.950665 -1.752543
H: 3.066884 5.535864 -4.080305
H: 0.861807 4.855446 -4.994441
H: -0.782318 3.760814 -3.486942
F: 3.901766 0.282206 6.166917
C: 3.030673 0.555178 5.149923
C: 3.049294 1.801459 4.557622
C: 2.163879 2.066139 3.525265
C: 1.236531 1.115374 3.076536
C: 0.294802 1.370133 1.968515
C: 1.248327 -0.125554 3.730566
C: 2.140897 -0.418763 4.750229
H: 3.751124 2.550273 4.902504
H: 2.184807 3.046671 3.063472
H: 0.192587 2.442789 1.807442
H: -0.695872 1.048304 2.294916
H: 0.538250 -0.885813 3.418460
H: 2.150491 -1.387431 5.236147

Forces on atoms 1 to 6 (eV/Å):
0.84 -0.01 1.22
-0.18 0.04 -0.04
0.20 0.17 -0.12
0.03 -0.02 -0.03
-0.37 0.14 -0.05
0.03 -0.21 -0.04


Molecular formula: C3H4N2O
Method: DFT, ωB97M-V/def2-TZVPD

Computed properties:
* molar mass: 84.1 g mol⁻¹
* LUMO energy: -0.09 eV

CARTESIAN COORDINATES (ANGSTROEM)
N: 1.538153 -0.122950 -0.184453
C: 0.303462 0.247704 -0.410230
C: -0.443331 1.228747 0.318199
N: -1.365748 0.425580 0.709751
C: -1.106598 -0.794748 -0.201898
O: -0.874259 -1.907865 0.267463
H: 1.812263 -1.049565 -0.491724
H: 2.162696 0.337764 0.467341
H: -0.288572 2.261583 0.621752
H: -1.738064 -0.626248 -1.096201

Forces on atoms 1 to 6 (eV/Å):
-0.20 0.00 0.01
0.46 0.00 0.13
-0.13 -0.03 0.06
0.18 0.19 0.04
-0.16 -0.22 -0.18
-0.05 0.17 -0.04


The E results, record by record, are as follows: -11347.2874; -148121.7586; -8200.0093 eV.